[1]
Formula: C25H27N5O2
Source: the Open Molecules 2025 dataset
Level of theory: the ωB97M-V functional and the def2-TZVPD basis

Geometry as ORCA input:
```
! wB97M-V def2-TZVPD RIJCOSX def2/J DEFGRID3
* xyz 0 1
O 3.043 2.991 3.603
O -1.257 3.557 2.213
N -0.507 -2.450 -0.423
N 0.906 3.237 2.892
N -1.156 0.586 1.380
N 2.030 1.168 2.717
N 0.683 -0.607 1.758
C 3.864 -3.761 -2.133
C -3.725 0.711 -2.608
C 1.854 -2.930 -1.104
C -0.501 -1.663 -1.638
C 2.059 2.492 3.102
C 3.915 -2.644 -2.949
C -1.634 1.873 -2.594
C -1.193 -1.850 0.703
C 0.783 -3.040 -0.061
C 0.897 0.661 2.164
C 0.988 4.621 3.330
C -2.486 0.980 0.976
C -3.699 0.579 -1.225
C -0.231 1.436 1.948
C 2.931 -1.675 -2.851
C -1.592 1.748 -1.219
C -2.704 1.343 -3.293
C 0.777 -0.832 -1.812
C 3.188 0.324 2.909
C -0.301 2.811 2.331
C -4.842 -0.096 -0.525
C -0.554 -0.623 1.282
C 2.837 -3.904 -1.218
C -2.604 1.094 -0.527
C 1.907 -1.807 -1.927
H -1.245 -2.612 1.489
H 2.937 -0.499 3.577
H 1.186 4.659 4.401
H -4.518 -1.010 -0.026
H -5.281 0.563 0.223
H 1.800 5.126 2.808
H 3.977 0.935 3.342
H -5.615 -0.362 -1.241
H 4.715 -2.531 -3.666
H -0.840 2.385 -3.115
H 3.507 -0.084 1.950
H 2.959 -0.807 -3.494
H 0.707 -0.198 -2.697
H 0.610 -4.095 0.185
H 0.915 -0.188 -0.939
H -2.668 1.962 1.426
H 4.625 -4.524 -2.212
H -0.763 2.169 -0.669
H -2.749 1.429 -4.369
H 2.797 -4.778 -0.583
H -4.566 0.310 -3.157
H 0.035 5.094 3.103
H -3.207 0.268 1.382
H -0.570 -2.361 -2.482
H 1.169 -2.541 0.839
H -1.386 -1.026 -1.655
H -2.209 -1.613 0.384
*
```

HOMO level = -0.30040 Ha
gap between HOMO and LUMO = 8.79 eV
electronic energy = -37910.945 eV
relative energy (zero: lowest compared OMol25 entry of this formula, charge and spin) = 11.8 kcal per mole
SMILES = Cc1ccccc1Cn1c(CN2CCc3ccccc3C2)nc2c1c(=O)n(C)c(=O)n2C



[2]
Formula: C5H5NO
Source: the Open Molecules 2025 dataset
Level of theory: the ωB97M-V functional and the def2-TZVPD basis

Geometry as ORCA input:
```
! wB97M-V def2-TZVPD RIJCOSX def2/J DEFGRID3
* xyz 0 1
O -2.377 -1.169 -0.068
N 1.677 -1.309 -1.984
C 1.319 0.785 -0.449
C 1.624 -0.363 -1.321
C -1.863 -0.732 0.937
C -0.647 0.114 0.917
C -0.159 0.581 -0.233
H -0.775 0.569 -1.131
H -2.218 -1.045 1.939
H 1.871 0.681 0.492
H 1.615 1.719 -0.935
H -0.066 0.170 1.834
*
```

HOMO level = -0.37729 Ha
gap between HOMO and LUMO = 9.94 eV
electronic energy = -8801.838 eV
relative energy (zero: lowest compared OMol25 entry of this formula, charge and spin) = 36.4 kcal per mole
SMILES = N#CC/C=C/C=O



[3]
Formula: C2H7NO2S
Source: the Open Molecules 2025 dataset
Level of theory: the ωB97M-V functional and the def2-TZVPD basis

Geometry as ORCA input:
```
! wB97M-V def2-TZVPD RIJCOSX def2/J DEFGRID3
* xyz 0 1
S 0.160 -0.582 2.973
O -0.834 -1.517 1.933
O -0.569 0.322 3.757
N 1.935 0.197 1.177
C -0.511 0.052 -1.153
C 0.785 0.531 1.539
H -1.181 -2.419 2.256
H 0.046 1.255 1.093
H -0.498 -0.267 -2.221
H 0.421 0.400 -0.859
H -1.125 1.002 -1.212
H 2.371 0.828 0.399
H -1.122 -0.604 -0.425
*
```

HOMO level = -0.34666 Ha
gap between HOMO and LUMO = 9.88 eV
electronic energy = -18605.140 eV
relative energy (zero: lowest compared OMol25 entry of this formula, charge and spin) = 75.0 kcal per mole



[4]
Formula: C37H81IN2O22
Source: the Open Molecules 2025 dataset
Level of theory: the ωB97M-V functional and the def2-TZVPD basis

Geometry as ORCA input:
```
! wB97M-V def2-TZVPD RIJCOSX def2/J DEFGRID3
* xyz 0 1
I 2.099 0.703 -3.259
O 3.816 -10.145 5.113
O -1.343 -10.922 4.744
O -1.079 -8.417 5.968
O -0.946 -1.858 -1.595
O -3.361 6.070 -4.883
O 0.940 -0.429 6.094
O 0.425 -4.607 6.704
O -4.779 2.400 3.022
O 6.738 2.924 -6.741
O -0.008 -2.138 0.484
O 5.112 0.645 -6.816
O 1.302 10.521 -5.912
O 0.561 10.716 -3.218
O -1.988 7.502 -0.986
O -4.330 4.400 -6.911
O -1.170 -1.186 4.415
O 4.627 -2.358 -7.411
O 1.181 -10.977 5.569
O 3.885 -2.163 -4.718
O -0.503 -4.248 -0.758
O -5.520 2.595 5.716
O -1.674 -6.217 7.621
N 0.056 -0.076 1.548
N -2.235 3.503 -2.888
C -1.161 -0.582 -0.853
C 6.041 2.573 -7.937
C -1.204 -1.503 5.808
C -5.613 1.346 5.029
C 5.837 1.063 -7.972
C 3.514 -11.521 5.340
C -0.378 2.550 1.525
C -2.476 0.749 1.977
C -1.680 -9.728 4.042
C 0.769 7.564 -1.059
C 0.468 9.467 -3.905
C -3.268 2.400 -2.832
C 0.223 -1.640 6.325
C -0.749 5.139 -1.481
C 3.562 -3.151 -6.888
C -0.510 -2.916 -0.659
C -2.206 4.350 -1.635
C 0.116 -0.676 0.166
C -1.315 0.681 -1.887
C 2.183 5.157 -1.508
C -0.693 6.781 -1.168
C -0.982 -5.351 8.521
C 0.238 9.728 -5.389
C 3.686 1.070 -0.597
C -2.800 6.126 -6.195
C 0.445 -5.149 8.023
C -2.952 4.764 -6.862
C 0.724 4.406 -1.628
C 2.270 -11.641 6.212
C -5.843 1.607 3.545
C 2.113 0.795 -1.064
C -2.127 -8.656 5.028
C -0.847 0.950 1.653
C 2.194 6.775 -1.241
C 1.654 -0.671 -0.493
C -2.894 1.142 -1.851
C 3.792 -3.412 -5.404
H 1.727 -1.427 -1.410
H 3.515 -4.088 -7.451
H -0.607 1.560 -1.579
H -3.027 5.194 -1.761
H -2.558 4.778 -7.882
H 0.731 3.258 -1.854
H 4.738 -3.938 -5.248
H -1.061 0.316 -2.989
H -2.373 -7.719 4.520
H 3.732 1.131 0.578
H -6.405 2.999 5.708
H -0.851 -1.975 3.944
H -3.272 1.406 -0.775
H 0.235 -1.855 7.397
H -1.774 -2.425 5.951
H 3.348 -11.984 4.362
H 2.954 -9.699 4.996
H 3.000 -1.760 -4.725
H 0.830 8.732 -0.861
H -0.355 -7.975 5.492
H -3.350 6.890 -6.750
H 0.977 -6.104 7.975
H -6.772 2.164 3.389
H -1.290 3.166 -3.173
H 6.614 2.920 -8.801
H -4.562 3.049 3.720
H 0.997 -4.466 8.674
H -3.536 0.216 -2.235
H 4.844 -1.709 -6.713
H -1.290 -7.106 7.719
H 5.078 3.090 -7.915
H -0.315 -5.049 6.244
H -2.715 0.887 3.121
H 5.450 1.189 -6.078
H 0.752 -2.438 5.795
H -2.851 -0.315 1.615
H 4.355 0.146 -0.904
H -1.720 -0.682 6.314
H -1.750 6.423 -6.123
H -2.248 -0.734 -0.439
H -3.076 1.599 1.392
H -3.567 1.982 -3.898
H -4.667 0.820 5.185
H -4.264 2.886 -2.397
H -2.783 5.506 -4.342
H -2.431 3.991 -6.289
H 1.414 8.941 -3.749
H -0.691 10.285 -5.545
H 7.648 2.592 -6.825
H -2.999 -8.994 5.595
H -5.890 0.671 2.983
H -0.787 -9.405 3.498
H -2.472 -9.957 3.323
H 0.733 2.675 1.176
H 0.191 8.792 -5.951
H 4.377 -11.994 5.816
H -0.345 8.879 -3.470
H 2.404 -1.061 0.332
H -6.425 0.758 5.464
H 1.519 11.170 -5.214
H 2.000 -12.686 6.385
H -0.999 -5.787 9.523
H -0.408 2.952 2.649
H 2.426 -11.147 7.175
H -0.325 11.120 -3.226
H -1.522 -4.400 8.535
H 3.160 4.481 -1.622
H 3.254 7.309 -1.194
H 2.980 -4.001 -4.969
H 5.279 0.760 -8.862
H 2.634 -2.594 -7.044
H -2.183 7.387 0.008
H -2.508 3.736 -0.686
H -4.716 4.701 -6.065
H 0.646 -0.107 5.219
H 1.413 1.610 -0.600
H 0.940 -11.503 4.787
H 4.157 2.027 -1.080
H -0.892 -10.632 5.562
H -1.155 3.207 0.939
H 6.799 0.542 -7.959
*
```

HOMO level = -0.30882 Ha
gap between HOMO and LUMO = 7.73 eV
electronic energy = -95787.435 eV
SMILES = CC(C)=N[C@@]1(C[C@@H](C)I)OC(=O)O[C@@H]1CCCNCc1ccccc1O.OCCO.OCCO.OCCO.OCCO.OCCO.OCCO.OCCO.OCCO.OCCO



[5]
Formula: C3H9NO3
Source: the Open Molecules 2025 dataset
Level of theory: the ωB97M-V functional and the def2-TZVPD basis

Geometry as ORCA input:
```
! wB97M-V def2-TZVPD RIJCOSX def2/J DEFGRID3
* xyz 0 1
O -1.459 1.050 1.670
O 2.774 -0.361 -1.716
O -1.314 -1.879 -1.158
N 0.713 1.657 1.208
C -1.018 -0.531 -0.763
C -0.336 0.818 1.264
C -0.126 -0.476 0.442
H 3.683 -0.655 -1.748
H -0.578 0.014 -1.629
H 1.568 1.440 0.733
H -2.111 -1.772 -1.683
H 0.871 -0.516 0.015
H -0.341 -1.267 1.221
H 0.619 2.564 1.643
H -1.965 -0.101 -0.384
H 2.321 -0.553 -2.544
*
```

HOMO level = -0.35553 Ha
gap between HOMO and LUMO = 10.21 eV
electronic energy = -10889.441 eV
relative energy (zero: lowest compared OMol25 entry of this formula, charge and spin) = 26.3 kcal per mole
SMILES = NC(=O)CCO.O



[6]
Formula: C5H16O3
Source: the Open Molecules 2025 dataset
Level of theory: the ωB97M-V functional and the def2-TZVPD basis

Geometry as ORCA input:
```
! wB97M-V def2-TZVPD RIJCOSX def2/J DEFGRID3
* xyz 0 1
O 1.562 3.997 -3.974
O -3.320 3.787 4.321
O -1.025 3.097 -2.116
C -0.597 -2.792 1.005
C -1.857 -2.372 0.914
C 0.675 -2.267 0.428
C 3.103 -2.750 -0.095
C 1.759 -3.372 0.319
H 1.134 -1.457 1.004
H -1.755 2.502 -2.332
H -3.186 2.865 4.571
H -0.501 -3.713 1.568
H -2.278 -1.630 0.248
H 1.880 -3.876 1.276
H 2.922 -1.831 -0.663
H -2.551 -2.959 1.498
H 1.422 -4.009 -0.494
H 0.519 -1.876 -0.581
H 0.862 3.677 -3.394
H -2.815 3.812 3.494
H 3.742 -2.455 0.731
H 3.621 -3.351 -0.847
H 1.167 4.801 -4.338
H -0.354 2.728 -2.701
*
```

HOMO level = -0.35596 Ha
gap between HOMO and LUMO = 9.99 eV
electronic energy = -11585.620 eV
relative energy (zero: lowest compared OMol25 entry of this formula, charge and spin) = 29.5 kcal per mole
SMILES = C=CCCC.O.O.O



[7]
Formula: CH3N4O5S
Source: the Open Molecules 2025 dataset
Level of theory: the ωB97M-V functional and the def2-TZVPD basis

Geometry as ORCA input:
```
! wB97M-V def2-TZVPD RIJCOSX def2/J DEFGRID3
* xyz -1 1
S 2.164 0.560 0.033
O 0.204 -1.283 -1.174
O 3.330 0.386 -0.783
O 1.092 1.253 -0.650
O 2.443 1.027 1.385
O 1.675 -1.134 0.317
N 0.412 -1.007 -0.015
N -2.699 -0.775 0.475
N -1.473 1.113 -0.188
N -0.377 -0.652 0.899
C -1.572 -0.202 0.333
H -0.439 1.353 -0.425
H -2.180 1.135 -0.926
H -2.581 -1.775 0.717
*
```

HOMO level = -0.21975 Ha
gap between HOMO and LUMO = 9.58 eV
electronic energy = -28116.761 eV
relative energy (zero: lowest compared OMol25 entry of this formula, charge and spin) = 8.5 kcal per mole



[8]
Formula: C3H8NO
Source: the Open Molecules 2025 dataset
Level of theory: the ωB97M-V functional and the def2-TZVPD basis

Geometry as ORCA input:
```
! wB97M-V def2-TZVPD RIJCOSX def2/J DEFGRID3
* xyz -1 1
O -0.028 -1.151 -0.614
N -0.815 2.090 0.992
C 0.259 2.238 0.014
C 0.483 -2.468 -0.829
C -1.112 0.842 1.266
H -0.999 0.110 0.389
H -1.186 0.343 2.290
H 0.964 -2.554 -1.870
H -0.411 -3.226 -0.846
H 1.240 -2.872 -0.092
H 0.836 1.192 -0.072
H 0.956 2.982 0.308
H -0.189 2.473 -0.936
*
```

HOMO level = -0.09265 Ha
gap between HOMO and LUMO = 6.99 eV
electronic energy = -6775.262 eV
relative energy (zero: lowest compared OMol25 entry of this formula, charge and spin) = 63.0 kcal per mole



Repeat the eighth record exactly.
Formula: C3H8NO
Source: the Open Molecules 2025 dataset
Level of theory: the ωB97M-V functional and the def2-TZVPD basis

Geometry as ORCA input:
```
! wB97M-V def2-TZVPD RIJCOSX def2/J DEFGRID3
* xyz -1 1
O -0.028 -1.151 -0.614
N -0.815 2.090 0.992
C 0.259 2.238 0.014
C 0.483 -2.468 -0.829
C -1.112 0.842 1.266
H -0.999 0.110 0.389
H -1.186 0.343 2.290
H 0.964 -2.554 -1.870
H -0.411 -3.226 -0.846
H 1.240 -2.872 -0.092
H 0.836 1.192 -0.072
H 0.956 2.982 0.308
H -0.189 2.473 -0.936
*
```

HOMO level = -0.09265 Ha
gap between HOMO and LUMO = 6.99 eV
electronic energy = -6775.262 eV
relative energy (zero: lowest compared OMol25 entry of this formula, charge and spin) = 63.0 kcal per mole